1.
The following is a quantum chemistry calculation of a molecular structure, C44H62N3O2P2PdSi3 in a non-equilibrium geometry, from the OMol25 dataset.

## Properties
E_tot ... -100862.4334 eV
2S+1 ... 5
HOMO (alpha / beta) ... -15.3 / -15.9 eV
Kohn-Sham gap (alpha / beta) ... 7.0 / 5.8 eV
<S²> ... 6.191
Net charge ... +3

Geometry as XYZ:
```
117
Properties=species:S:1:pos:R:3:forces:R:3:mulliken_spin:R:1
H 2.71285 4.37675 2.84502 0.07 -0.03 0.00 0.001
C -3.32044 -1.54389 2.00948 0.01 -0.02 0.10 -0.054
Pd 1.16587 0.14947 -0.02770 0.71 -0.04 0.32 -0.086
H -2.18699 0.23239 -3.72705 0.04 0.01 -0.02 0.002
H -2.73650 0.33576 3.77854 -0.01 0.02 0.00 -0.021
H 0.40408 -0.77030 4.42565 -0.02 0.03 -0.05 -0.005
H -0.43225 -0.89302 -5.35171 0.03 0.01 0.00 0.000
H -3.29365 -3.84757 3.75423 0.01 -0.01 -0.01 0.002
H -0.79801 -1.56440 1.06878 0.05 0.07 0.07 0.182
H -0.85073 2.33154 4.06032 0.01 0.03 -0.03 0.001
H -1.35766 -3.54915 -2.08850 0.00 0.01 -0.01 0.023
H -3.00025 0.84796 -2.31060 0.02 -0.01 0.03 -0.015
H -1.77729 -2.29018 -6.85171 0.01 0.00 0.01 0.000
H 3.49204 -0.31875 -5.86801 -0.01 0.01 0.00 0.000
H 4.02673 3.19026 2.85571 0.02 0.03 0.01 0.001
C 3.74911 2.84098 -0.66136 0.12 -0.09 -0.18 0.011
H -1.59079 4.64939 -3.59342 -0.01 -0.01 0.02 0.000
H 4.12169 4.59580 1.79705 -0.06 0.00 0.09 0.003
C -0.52786 -5.17837 -0.25232 -0.14 -0.01 0.04 -0.065
C 3.02378 1.51303 -4.84179 0.00 -0.01 0.01 -0.001
C 3.70813 -1.22653 2.79840 0.02 -0.20 0.12 0.003
C 5.35515 0.84489 1.45317 0.21 0.06 -0.03 0.004
C 0.48272 -2.94065 0.01360 -0.01 -0.16 0.14 -0.102
H 3.56769 3.66924 -1.35263 0.01 -0.04 0.03 0.000
H 5.65914 1.07178 0.43108 0.02 0.03 0.03 0.001
C -1.52236 2.52327 -0.95236 -0.11 0.00 -0.11 -0.023
H 1.96846 -1.68123 -4.51428 -0.02 0.00 -0.02 -0.001
H -4.08888 1.52328 -0.44375 0.00 -0.03 0.01 0.010
H -4.26609 -0.33716 4.39750 0.00 0.00 0.00 -0.007
C 1.16123 4.05006 0.27141 -0.22 0.13 -0.08 0.019
C 1.25258 -0.01350 -3.33312 0.25 -0.25 -0.05 -0.024
O 3.22261 -0.52346 0.02246 -0.06 -0.19 0.01 -0.054
H 3.08423 0.77030 4.67010 -0.02 0.04 0.05 -0.002
C 0.33107 -0.44131 3.38295 -0.05 -0.16 0.10 0.013
C -2.50653 0.35768 0.53505 0.05 0.06 -0.19 0.093
H -2.89826 -4.31906 -5.99758 0.01 0.02 0.02 0.000
H -5.53222 -1.40373 2.35413 0.03 0.02 -0.03 0.007
H 6.06060 0.11802 1.86551 0.01 0.05 -0.03 0.000
C 2.28858 1.51589 4.61672 0.16 0.03 0.08 0.016
O 1.50081 -2.27950 -2.07055 0.57 -0.51 0.10 0.407
H 4.21753 -2.09569 2.36621 0.00 0.04 0.04 0.001
C 0.50608 -4.33723 -0.51382 -0.01 0.17 -0.03 0.283
C -2.35385 -0.58147 1.46517 0.07 -0.10 0.03 0.789
C -3.19642 -0.50030 4.29864 -0.03 -0.12 -0.05 0.022
H 1.58125 5.04028 0.06165 -0.03 -0.03 0.03 -0.001
C 2.90388 0.14834 -5.08951 -0.02 0.00 0.04 0.002
Si 3.66175 0.12264 1.53654 -0.33 0.24 -0.07 0.035
H -0.83230 2.40027 2.28891 -0.01 0.01 0.05 -0.014
N 0.72827 -1.85995 -1.05903 -0.20 -0.57 -0.42 0.334
C -0.79228 -2.13510 -3.61782 0.23 -0.36 0.07 -0.060
H 3.65083 1.90786 -1.22257 0.01 0.06 0.00 -0.004
H 4.23862 -2.34445 -0.14841 -0.02 0.00 0.00 -0.002
H -0.45468 -6.20932 -0.57617 -0.03 0.02 0.01 0.003
C -2.31276 -3.70321 -5.32700 0.01 0.01 -0.02 0.003
C -3.22242 -2.88099 1.22169 0.11 -0.07 0.03 0.101
H 3.70213 2.11275 -5.43491 -0.01 -0.02 0.01 0.000
C -2.25607 5.12944 -1.60967 0.00 0.01 -0.01 -0.002
C -4.90381 0.09895 0.99163 0.13 0.09 -0.09 -0.066
C -1.68085 -2.56464 -5.80977 -0.02 -0.01 0.00 0.000
C -1.71915 4.29301 -2.57962 0.00 0.00 0.00 0.002
P -1.02465 0.85540 -0.47199 0.03 -0.07 0.10 0.085
H 0.84850 1.83074 -2.28596 0.01 -0.01 0.04 0.012
C -3.85574 0.74379 0.26876 -0.16 -0.07 0.06 0.485
H -0.72418 -0.33294 3.11710 0.08 0.03 -0.01 -0.004
C 1.40176 1.34569 -3.07568 -0.06 0.02 0.05 0.000
C -2.19380 -4.05509 -3.98831 0.02 0.00 0.03 0.011
H 1.69889 1.43208 5.53479 0.03 -0.01 -0.02 0.003
C 2.14447 1.27571 1.54501 -0.27 0.18 -0.11 0.268
H 0.40824 4.16996 1.05020 0.01 0.03 -0.06 0.002
H -2.53927 -5.44142 0.51116 0.03 0.03 0.00 -0.008
P 0.10895 -1.09960 -2.48927 -1.23 1.33 -0.28 0.123
H -5.91857 0.44486 0.84002 0.02 0.02 -0.01 0.011
C 3.43930 3.84968 2.21984 -0.01 0.14 -0.11 0.038
H -2.74707 -0.63413 5.27900 0.02 0.01 0.00 0.000
H -2.53958 6.14207 -1.86529 0.01 -0.01 0.01 0.000
H -1.96825 -1.93948 3.51577 0.01 -0.02 0.02 0.010
C -3.65823 -2.91356 4.16724 0.03 0.10 -0.01 -0.006
H 3.62434 -1.64761 -1.66548 0.00 0.01 -0.06 0.003
H 0.66777 3.71245 -0.64050 0.04 0.05 0.02 -0.007
C 4.08555 -1.42281 -0.71106 -0.11 0.16 0.07 0.011
N -1.16399 -0.10275 -1.87543 -0.03 0.01 -0.07 -0.006
H 4.32524 -0.90554 3.64234 -0.03 -0.05 -0.02 0.000
H 0.14793 3.52478 3.23704 -0.03 -0.06 0.00 0.001
H 2.74955 -1.55794 3.19020 0.02 -0.04 0.00 -0.002
H 5.45882 1.75977 2.03996 0.01 -0.05 -0.02 0.000
C -1.35606 2.99447 -2.25705 -0.07 0.08 0.06 -0.002
H 2.74462 2.50506 4.61373 0.00 0.00 0.02 0.000
H -3.76199 -2.67907 0.29339 0.01 -0.03 -0.05 0.001
H 5.04270 -0.93058 -0.87850 0.00 -0.01 0.00 0.001
H -2.68594 -4.94370 -3.61494 0.01 0.01 -0.01 0.002
H -2.27050 3.00862 1.01695 -0.01 0.01 -0.02 0.027
H 0.75781 -1.22291 2.75416 -0.02 -0.01 0.01 0.010
H 1.35124 -2.80293 0.67395 0.10 0.14 -0.04 0.178
C -2.40882 0.01746 -2.68501 -0.05 -0.03 0.06 0.001
H -4.73238 -2.82218 4.03009 0.00 0.00 -0.01 0.000
C -1.43774 -3.27222 -3.13130 -0.07 0.01 -0.03 0.015
C -1.71689 -4.74723 0.38669 0.05 0.04 -0.07 0.469
Si 1.15592 1.24631 3.17190 0.12 -0.08 -0.34 -0.042
C -2.09643 3.35987 0.00761 0.05 0.03 -0.02 0.007
C 2.28635 2.10380 -3.82739 0.03 0.06 -0.05 -0.001
Si 2.58347 2.99052 0.78491 0.17 -0.20 0.52 -0.038
C -4.69607 -0.93700 1.84282 -0.02 -0.04 0.07 0.352
C -0.21505 2.49551 3.18383 -0.13 0.17 0.05 0.021
C -1.84503 -3.39597 0.81789 -0.06 -0.06 -0.10 -0.154
H -3.42437 -2.87361 5.22773 -0.01 -0.01 0.01 0.001
H -0.96227 2.35382 -3.03241 -0.04 -0.01 -0.02 0.001
H 2.39632 3.16115 -3.62090 -0.01 -0.05 0.00 0.000
C 2.03672 -0.61602 -4.33117 0.05 0.04 0.06 0.002
H -2.89179 5.30032 0.43404 0.00 0.00 -0.01 0.000
C -2.45356 4.65839 -0.31872 0.01 -0.03 0.00 0.002
C -0.76806 -2.58159 0.70323 -0.05 0.05 0.08 0.314
N -2.97569 -1.75566 3.50534 -0.10 0.01 0.00 0.029
H -3.00053 -0.89553 -2.63039 0.03 -0.01 0.01 0.014
C -0.91846 -1.77709 -4.96170 0.06 -0.01 0.03 0.001
H -3.79839 -3.66214 1.71864 -0.02 0.03 0.00 -0.002
H 1.38362 -4.66974 -1.05088 0.00 -0.02 0.06 -0.002
H 4.78315 2.92853 -0.32659 0.00 0.00 -0.06 0.000
```
Positions in Å, forces in eV/Å.

---

2.
The following is a quantum chemistry calculation of a molecular structure, C2H11N6Pd in a non-equilibrium geometry, from the OMol25 dataset.

## Properties
E_tot ... -14668.1810 eV
2S+1 ... 3
HOMO (alpha / beta) ... -0.4 / -3.4 eV
Kohn-Sham gap (alpha / beta) ... 4.0 / 6.8 eV
<S²> ... 2.017
Net charge ... -1

Geometry as XYZ:
```
20
Properties=species:S:1:pos:R:3:forces:R:3:mulliken_spin:R:1
H -2.64180 1.61926 1.61211 0.11 -0.16 0.15 0.006
H 0.05457 -1.25115 1.68452 0.48 -0.60 0.72 0.185
H 4.50181 -2.01367 0.70109 0.94 0.72 -0.69 -0.004
H -0.79791 -2.05601 -1.61818 -0.01 -0.54 0.01 0.001
C -2.15869 1.97008 0.72001 0.75 0.00 -1.03 -0.016
N -1.60878 3.16435 -0.89573 1.15 0.68 1.70 0.240
H 4.12096 -3.73694 0.95428 0.27 0.34 0.12 0.000
N -0.91603 2.00218 -1.04409 0.85 0.06 -2.00 0.413
N -1.99180 3.88623 -2.00662 -1.32 -0.31 -1.45 0.252
H -1.76777 -2.78093 -0.45148 0.82 0.32 -0.11 -0.022
H 4.57329 -2.70857 2.36911 0.15 0.08 -0.26 0.000
H -2.45529 4.72130 -1.66053 0.59 -0.01 -0.28 -0.093
N -1.18574 1.30543 0.05560 -1.41 0.50 1.65 0.044
H 3.06880 -2.44480 1.47874 -0.19 -0.01 0.23 0.035
N -0.83489 -2.39829 -0.66218 -0.51 -1.20 -0.53 0.136
N -2.50527 3.11537 0.12931 -0.74 -0.44 0.71 0.227
Pd -0.29077 -0.62173 0.29515 -0.42 1.12 0.51 0.745
C 4.11569 -2.72173 1.37849 -1.21 -1.11 0.60 -0.037
H -0.09820 -3.06266 -0.44407 -0.34 0.02 -0.29 -0.042
H -1.18215 4.01227 -2.59552 0.03 0.52 0.23 -0.068
```
Positions in Å, forces in eV/Å.

---

3.
The following is a quantum chemistry calculation of C6H7I in the gas phase in a non-equilibrium geometry, from the OMol25 dataset.

## Properties
E_tot ... -14429.4758 eV
HOMO (alpha / beta) ... -8.5 / -8.2 eV
Kohn-Sham gap (alpha / beta) ... 8.3 / 7.5 eV
Energy above the lowest of the compared OMol25 structures with the same formula, charge and spin ... 5.2366 eV

Geometry as XYZ:
```
14
Properties=species:S:1:pos:R:3:forces:R:3:nbo_charge:R:1
C 0.05824 0.39077 0.72010 -1.81 -3.27 -1.00 0.147
C 0.52015 -1.08708 1.13349 -1.00 1.06 -0.21 -0.441
C 0.75324 1.56317 0.15917 -1.05 1.13 2.58 -0.703
H 0.01195 -1.42195 2.10156 0.43 0.35 -1.64 0.239
H 1.12169 2.20984 1.01689 -0.50 -0.43 -1.09 0.243
H 0.35208 -0.13505 -1.82371 -1.04 -1.29 0.18 0.192
H -1.06408 -1.33051 -2.13748 0.00 0.29 0.24 0.250
H 0.13765 2.11419 -0.54685 -0.32 0.16 0.32 0.236
C -0.46758 -0.80968 -1.38426 1.40 2.75 -2.96 -0.495
H 1.57241 -1.29263 1.21782 0.57 -0.06 -0.12 0.207
C -1.07107 -0.24809 -0.14417 -1.03 0.12 0.76 -0.189
H 1.58567 1.28660 -0.35719 2.74 -0.89 -1.50 0.225
C -0.28102 -1.53549 -0.17916 0.13 0.62 4.76 0.057
I -3.22933 0.29590 0.22379 1.48 -0.54 -0.33 0.032
```
Positions in Å, forces in eV/Å.

---

4.
The following is a quantum chemistry calculation of 3 unconnected molecules or ions with the total composition C5H13NO2 in a non-equilibrium geometry, from the OMol25 dataset.

## Properties
E_tot ... -10977.7503 eV
2S+1 ... 2
HOMO (alpha / beta) ... 1.1 / -3.8 eV
Kohn-Sham gap (alpha / beta) ... 1.7 / 6.4 eV
Energy above the lowest of the compared OMol25 structures with the same formula, charge and spin ... 3.1837 eV
<S²> ... 0.753
Net charge ... -1

Geometry as XYZ:
```
21
Properties=species:S:1:pos:R:3:forces:R:3:mulliken_spin:R:1
H 2.81349 1.11958 -1.15411 -0.14 0.09 -0.33 -0.028
H -4.74934 -1.78486 -0.88945 0.67 0.05 -0.43 -0.006
H 0.45392 2.31399 -1.49408 -0.32 0.07 -0.65 0.014
C -1.58632 -0.38644 -0.61416 2.04 0.90 0.06 -0.018
O 5.76498 0.67890 3.89513 -0.10 0.05 -1.16 0.112
H -3.30162 -2.69197 -0.30574 -0.07 0.00 -0.13 -0.056
C -3.79257 -1.71655 -0.33904 0.05 -0.13 0.75 0.097
H 5.98766 0.00385 4.52744 0.03 0.09 0.65 -0.035
H 5.63219 1.53579 4.29964 0.06 -0.14 0.51 -0.037
H -1.06784 -2.31687 -0.95009 0.57 -0.21 0.21 -0.049
H -0.44981 1.12553 0.37366 0.18 0.26 0.30 0.031
C -2.90104 -0.53120 -0.65913 -2.08 -0.23 -0.25 -0.028
C -0.36799 1.61961 -1.71063 0.86 0.41 -0.33 0.465
H 0.25853 -1.35815 -0.37150 -0.15 0.22 -0.47 -0.075
H -0.63114 1.32159 -2.71816 0.19 0.19 -0.10 -0.019
H 3.54285 1.49881 0.09784 0.14 0.02 -0.01 0.022
N -0.73292 -1.51088 -0.43241 -1.26 -0.59 0.12 0.225
O 3.69040 1.38936 -0.84768 -0.13 -0.10 0.26 0.090
H -3.58594 0.29936 -0.76722 0.71 0.73 -0.14 -0.002
H -4.16713 -1.51360 0.67826 0.18 -0.31 0.09 0.003
C -0.81036 0.90415 -0.61856 -1.41 -1.37 1.05 0.293
```
Positions in Å, forces in eV/Å.

---

5.
The following is a quantum chemistry calculation of 8 unconnected molecules or ions with the total composition C16H48N6O8 in a non-equilibrium geometry, from the OMol25 dataset.

## Properties
E_tot ... -42686.3207 eV
HOMO ... -8.4 eV
Kohn-Sham gap ... 8.3 eV
Energy above the lowest of the compared OMol25 structures with the same formula, charge and spin ... 6.8482 eV

Geometry as XYZ:
```
78
Properties=species:S:1:pos:R:3:forces:R:3:mulliken_charge:R:1
H 13.10764 8.67978 29.11502 -0.05 -0.18 -0.62 0.375
H 20.67281 11.22331 23.76612 -0.86 -0.01 0.12 0.288
H 16.85716 15.63903 27.93361 -0.15 0.52 -0.32 -0.084
H 14.53632 13.21958 29.96016 -0.60 0.19 0.98 0.634
C 18.76559 10.66922 28.52406 3.80 -7.38 3.41 1.710
H 19.15411 12.14617 27.58095 0.56 0.61 -0.83 0.612
H 12.99902 13.27523 28.08428 0.89 -0.39 -0.27 0.405
H 17.41643 12.30248 25.78682 0.26 -0.25 -1.04 0.090
C 20.14735 10.53116 29.21154 -0.36 -0.31 1.06 -1.670
H 17.85349 13.80347 27.62729 -0.13 0.66 -0.37 0.049
H 19.15275 10.90675 23.00375 -0.09 0.36 0.38 0.215
O 19.65263 6.83828 29.14388 -1.41 1.49 -6.08 -0.759
H 16.37170 7.86598 25.13644 -0.19 -0.27 0.37 0.405
H 14.49721 9.16043 28.12475 0.04 -0.21 0.34 -0.127
C 16.26102 15.24805 25.88547 0.65 -1.31 -0.87 -1.009
H 15.51016 8.01852 31.70871 0.49 -0.02 -0.02 0.391
H 15.49105 9.50273 30.70654 -0.52 -0.35 0.17 0.075
H 16.36510 6.71281 29.70322 0.90 -0.03 -0.22 0.279
H 17.22515 11.74820 24.13025 0.19 0.38 -0.08 0.326
C 22.53315 9.92409 26.43313 4.33 -5.92 -3.55 0.457
H 13.79089 7.59299 27.84481 -0.42 -0.63 -0.60 0.374
O 16.01415 12.29863 27.35943 10.08 -1.39 -8.29 0.420
C 14.85174 7.67047 29.68304 -5.84 2.34 2.35 0.250
C 16.43399 8.94279 25.11134 1.03 0.49 -2.09 -1.000
H 16.66888 10.24992 28.74211 1.08 -0.24 0.82 0.415
N 20.09027 6.94940 26.81372 5.18 -2.36 -3.38 -0.403
H 14.10736 14.26249 27.24777 0.19 0.62 -0.37 0.416
H 14.32961 6.74564 29.90695 -0.32 -0.41 0.63 0.425
C 17.35308 15.52222 26.94555 -5.99 4.01 0.30 1.220
C 19.34759 7.15071 27.83168 2.23 -2.52 7.98 0.594
C 19.13348 11.85080 24.84479 4.92 -0.22 5.05 0.220
H 16.66913 11.96258 27.96483 1.56 -0.42 -0.27 -0.895
H 17.59356 10.80637 30.20509 -0.31 0.37 0.85 0.415
H 16.31241 12.93926 29.85798 -0.71 0.08 -0.34 0.164
H 20.60075 10.38397 26.44965 0.19 -0.19 0.02 -0.203
N 19.65174 11.34278 23.77100 2.54 -0.68 -2.44 -0.226
O 19.96742 11.99815 25.93538 -4.01 0.59 -4.12 -0.679
H 14.72616 11.57243 28.40143 -1.18 -0.08 0.75 -0.290
H 20.87030 6.31508 27.00528 -0.13 0.59 -0.78 0.243
O 16.00000 7.44253 29.19513 6.84 -2.50 -2.57 -0.432
H 17.85681 9.15803 29.59003 -0.46 0.06 0.48 0.907
H 18.89798 10.08814 27.67293 -0.22 -1.61 -2.01 -0.636
C 14.96891 8.55761 30.93453 -0.06 -0.62 -0.08 -1.278
O 17.82765 9.27526 24.93831 -0.17 -1.27 0.05 -0.673
H 19.75006 7.14194 25.85516 0.59 -0.63 1.12 0.216
C 18.12710 16.74064 26.60848 -0.37 1.52 0.32 -1.448
H 13.46571 12.82856 26.45466 0.78 -0.18 0.48 0.301
H 20.82018 8.70856 26.53210 1.12 0.01 0.13 0.182
N 21.25963 9.61510 26.44053 -3.13 -1.34 0.54 0.298
H 15.57200 14.37506 29.07980 -0.08 -0.17 0.38 0.201
H 15.32174 15.66718 26.05533 -1.45 1.44 0.25 0.441
C 17.64319 10.19386 29.33431 -1.18 -1.78 -0.43 -1.739
H 20.12512 10.86812 30.25633 -0.16 0.27 -0.15 0.459
H 20.97371 11.05735 28.70726 -0.51 -0.22 -0.06 0.346
N 18.26555 7.64038 27.43474 -7.88 3.27 2.34 0.102
C 14.00873 8.29766 28.61116 -0.61 1.70 0.60 -1.037
H 19.13138 16.57779 26.95182 0.53 0.36 0.34 0.401
H 17.61224 7.87346 28.23333 0.64 -0.31 -1.82 -0.210
C 13.88941 13.22185 27.40414 -2.05 0.73 -0.22 -1.736
H 17.92095 10.22890 25.03350 -0.26 -0.38 0.39 0.552
C 15.39519 13.31960 29.34752 1.14 0.59 -0.74 -1.442
C 15.06901 12.56728 28.05336 -10.27 0.28 7.91 1.517
O 18.53901 11.84426 28.25047 -2.62 11.12 -2.58 -0.716
H 16.05484 9.43850 25.96925 -0.67 0.19 0.90 0.308
H 16.00479 14.17268 25.89808 0.44 0.38 0.00 0.026
H 17.99946 7.96418 26.51057 0.65 -0.15 0.34 0.121
H 17.66040 17.66241 27.05200 0.62 -0.80 -0.49 0.320
H 18.14455 16.82591 25.53740 0.23 0.38 -0.54 0.338
H 23.59989 11.60362 26.16113 -1.18 -0.55 0.29 0.242
O 23.52375 9.02703 26.13843 -4.03 3.97 2.17 -0.773
H 13.99248 8.65378 31.36575 -0.65 0.76 0.19 0.524
H 15.91311 9.26042 24.18752 -0.22 -0.07 0.55 0.329
H 21.82015 11.86197 26.30152 1.59 -1.27 0.05 0.190
N 17.84010 11.92517 24.91025 -3.03 1.65 2.05 -0.181
O 18.10210 14.50817 27.00305 5.83 -6.90 0.57 -0.510
H 16.59639 15.47893 24.85218 -0.08 0.03 0.60 0.330
N 22.65770 11.21244 26.33782 1.87 5.17 0.07 -0.238
H 20.34207 9.47832 29.27753 0.61 -0.66 -0.06 0.280
```
Positions in Å, forces in eV/Å.